# 1
76
Properties=species:S:1:pos:R:3:forces:R:3 method="wB97M-V/def2-TZVPD" total_charge=0 s2=8.7674 homo_lumo_gap_ev="6.545 / 6.866" multiplicity=6
Fe 0.6701 -0.5276 0.5285 -0.160 -0.536 0.605
O 1.3823 -0.6907 -3.9472 -0.629 1.920 1.959
C 1.2506 -2.0077 -4.0075 1.025 -1.048 -1.363
C 1.3745 -2.5996 -5.2814 -0.542 1.035 0.408
C 1.3655 -3.9500 -5.4724 -0.568 0.650 -0.996
C 1.3589 -4.7803 -4.4112 -0.014 0.766 2.146
C 1.2560 -4.2425 -3.1370 0.702 -3.238 0.296
C 1.1560 -2.8907 -2.9515 -0.108 0.256 2.249
C 0.9067 -2.4501 -1.5666 -0.564 1.623 -0.827
O 0.9729 -1.1693 -1.3282 0.675 0.048 -0.175
N 0.4170 -3.2954 -0.7126 -0.460 -0.750 1.401
N 0.0850 -2.6304 0.4438 -0.381 -0.362 0.266
C -0.6235 -3.2159 1.3573 1.011 0.479 -1.584
C -0.9747 -2.3686 2.4910 -0.004 0.549 0.653
C -1.8310 -2.7314 3.5304 -0.403 -1.401 -0.500
C -2.1680 -1.8527 4.5194 0.568 0.077 0.039
C -1.4971 -0.6310 4.5122 -1.890 1.017 1.707
C -0.7564 -0.2432 3.4451 1.474 -1.165 -1.800
N -0.4566 -1.1361 2.4570 -0.442 1.059 0.150
H 1.2344 -0.3206 -2.9958 0.271 -1.382 -1.914
H 1.3932 -1.9424 -6.1130 0.053 0.574 -0.666
H 1.2221 -4.3786 -6.4428 0.504 0.065 -0.643
H 1.4792 -5.7929 -4.5485 0.023 -2.186 -0.164
H 1.3469 -5.0041 -2.2727 -0.485 1.810 -1.275
H -0.9435 -4.2345 1.1794 -0.162 -0.126 0.375
H -2.2688 -3.7270 3.5740 0.105 0.112 -0.354
H -2.9222 -2.1635 5.2500 0.535 0.424 -0.038
H -1.7372 0.0854 5.3056 0.272 -0.138 -0.366
H -0.3130 0.7366 3.2661 -0.254 -0.145 0.532
C 4.0600 -0.2142 3.4151 -0.927 1.069 1.997
C 3.2397 -1.0232 2.4127 -0.155 1.118 0.333
C 4.2103 -1.8421 1.6271 0.966 1.776 -1.802
C 2.4186 -0.0763 1.4945 -0.126 0.846 -0.111
H 4.5472 -0.8520 4.1957 -0.613 0.255 -0.498
H 3.3126 0.4880 3.9339 1.268 -0.855 -0.373
H 4.8812 0.4065 3.0550 -0.210 0.017 -0.646
H 2.5844 -1.6133 3.0809 -0.020 -0.119 -0.653
H 4.7445 -1.0978 0.9260 -0.443 -0.935 1.094
H 3.7494 -2.4864 0.9116 -0.298 -1.079 -0.132
H 4.9782 -2.2670 2.2544 0.049 -0.641 0.028
H 3.0206 0.3539 0.6581 0.013 -0.384 0.543
H 2.0567 0.8377 2.0428 0.253 -0.663 -0.102
C 1.4641 4.5028 -3.0789 1.337 -0.598 0.772
C 0.2426 4.7922 -2.5325 -0.569 1.693 -0.686
C -0.4030 3.9724 -1.6684 -1.269 -0.638 2.029
C 0.1605 2.7902 -1.2026 0.573 -0.872 -0.356
C 1.4266 2.4939 -1.6975 0.833 -0.182 -1.161
C 2.0807 3.3434 -2.6107 -2.612 0.417 0.711
Si -0.7376 1.4934 -0.1686 -0.008 -0.027 0.963
C -2.2366 0.8254 -1.1353 -0.305 -1.057 -1.843
C -2.3070 -0.5170 -1.6626 -0.899 1.883 1.359
C -3.4709 -0.8970 -2.3770 1.937 -1.351 0.273
C -4.4584 -0.0396 -2.6954 -1.255 3.619 -0.352
C -4.3067 1.3667 -2.4109 -1.597 -0.896 0.214
C -3.2275 1.7232 -1.6325 0.238 -1.049 0.028
C -1.3547 2.3708 1.4547 0.310 0.318 -0.602
C -2.6299 2.0643 1.8974 -0.688 -0.825 0.179
C -3.1162 2.5356 3.1315 0.834 0.258 -0.857
C -2.3380 3.4283 3.8807 -0.570 -0.912 1.079
C -1.0391 3.6946 3.4809 1.392 1.743 0.097
C -0.5615 3.2265 2.2569 -1.783 -1.087 0.115
H 2.0140 5.2136 -3.6995 -0.381 -0.324 -0.037
H -0.2119 5.7388 -2.7641 -0.250 0.252 -0.215
H -1.3507 4.2457 -1.1715 0.390 0.228 -0.720
H 1.9482 1.5352 -1.5442 -0.414 0.420 0.499
H 2.9763 3.0419 -2.9923 2.460 -0.674 -0.900
H -1.5539 -1.2512 -1.3576 -0.324 0.207 -0.382
H -3.5085 -1.9193 -2.7209 -0.209 -0.242 0.067
H -5.4025 -0.2423 -3.1876 0.296 -0.833 -0.143
H -5.1803 2.1168 -2.6585 2.103 -1.559 0.371
H -3.1475 2.7318 -1.3878 0.201 1.687 0.593
H -3.2136 1.3526 1.2574 0.228 0.761 0.895
H -4.0652 2.1681 3.4574 -0.540 0.167 0.315
H -2.6903 3.7863 4.8752 0.208 -0.223 -0.973
H -0.3754 4.4053 4.0938 -1.122 -1.243 -0.915
H 0.3909 3.4480 1.8919 1.547 0.551 -0.214

# 2
22
Properties=species:S:1:pos:R:3:forces:R:3 method="wB97M-V/def2-TZVPD" total_charge=+2 s2=0.7541 homo_lumo_gap_ev="10.271 / 4.444" multiplicity=2
N 1.7071 -0.0683 -1.0335 0.641 0.370 -0.499
C 1.7719 1.3556 -0.5827 -0.251 -0.242 0.179
C 1.1080 1.5093 0.8128 1.369 -0.117 -0.601
N 1.2077 2.8589 1.2972 -2.480 -0.685 0.427
H 2.1461 -0.6983 -0.3539 -0.279 -0.054 -0.102
H 0.7180 -0.3945 -1.2676 -0.196 -0.419 0.513
H 2.2798 -0.1539 -1.8864 -0.215 -0.030 0.119
H 2.8207 1.6357 -0.5256 -0.004 0.144 -0.007
H 1.2525 1.9479 -1.3244 0.012 0.195 -0.198
H 0.0326 1.2613 0.7253 -0.112 0.180 0.117
H 1.5978 0.8387 1.5127 -0.168 -0.024 0.294
H 0.6245 3.5529 0.8113 0.755 0.374 -0.365
H 1.0944 2.9764 2.3129 0.816 0.155 0.045
C -2.7221 -0.7728 0.2684 0.025 0.128 -0.249
C -1.4655 -1.4678 -0.1745 -0.415 -0.347 0.152
N -1.2065 -2.6440 0.4182 0.769 0.315 0.292
O -0.7375 -1.0156 -1.0740 0.345 0.367 0.151
H -2.6469 -0.4644 1.3114 -0.012 -0.002 0.052
H -3.5635 -1.4542 0.1865 -0.107 -0.109 0.063
H -2.9262 0.0858 -0.3677 0.098 -0.014 0.052
H -1.5977 -2.8753 1.3188 -0.435 -0.062 -0.198
H -0.3139 -3.0812 0.2355 -0.158 -0.123 -0.236

Looking at max |F| for the records above, in order, we have 0.0748, 0.0507 hartree/bohr.